(1)
{
  "formula": "C5H11NO",
  "method": "ωB97M-V/def2-TZVPD",
  "elements": ["C", "C", "C", "N", "C", "C", "O", "H", "H", "H", "H", "H", "H", "H", "H", "H", "H", "H"],
  "positions_angstrom": [[-0.5590, 1.5062, -0.4953], [0.7016, 2.1642, 0.1653], [-0.3694, 0.0617, -1.0155], [-0.1944, -0.9449, -0.0847], [0.5417, -2.1769, -0.6414], [-0.5132, -0.8045, 1.3073], [-0.6534, -0.2294, -2.1750], [-1.4262, 1.4905, 0.3250], [-0.9899, 2.1409, -1.2925], [0.9764, 1.5057, 1.0015], [0.4721, 3.1894, 0.4837], [1.5545, 2.0612, -0.5732], [1.4941, -2.4230, 0.0855], [0.7221, -1.9716, -1.7104], [-0.0236, -3.1579, -0.6639], [-0.2130, -1.5497, 2.0685], [-1.6137, -0.8781, 1.4640], [0.0933, 0.0162, 1.7510]],
  "atomic_forces_ev_per_a": [[-1.34, 0.33, 1.72], [0.12, -1.64, -1.26], [-2.62, 3.44, -1.38], [2.31, -4.08, -0.22], [0.72, -0.63, 1.37], [0.08, -0.18, 1.99], [1.09, -0.48, 1.50], [1.73, -0.22, -1.65], [0.49, -0.66, 0.13], [0.16, 0.76, 0.08], [0.36, -0.44, -0.16], [-0.87, 0.74, 0.88], [-2.24, 1.02, -1.94], [0.50, 0.06, 0.80], [-0.08, 1.32, 0.59], [0.47, -0.92, -1.54], [0.48, 1.18, -0.32], [-1.36, 0.41, -0.59]],
  "spin_multiplicity": 2,
  "s_squared": 0.77,
  "charge": 1
}

(2)
{
  "formula": "C3H6N2",
  "method": "ωB97M-V/def2-TZVPD",
  "elements": ["H", "N", "C", "N", "C", "C", "H", "H", "H", "H", "H"],
  "positions_angstrom": [[-1.6068, 1.7719, -0.0465], [-0.5820, 1.4979, -0.1045], [-0.4780, 0.2164, -0.1112], [-1.6161, -0.6086, 0.1769], [0.8556, -0.5262, -0.1980], [2.0148, 0.1297, 0.0335], [-1.6892, -1.6476, -0.3344], [-2.5004, -0.1812, 0.1281], [0.6695, -1.5686, -0.2660], [2.9446, -0.3479, 0.3370], [1.9880, 1.2642, 0.3849]],
  "atomic_forces_ev_per_a": [[1.59, -0.34, 0.05], [-0.96, -0.58, -0.27], [-0.92, 0.33, 0.35], [1.97, -4.31, -2.07], [-0.43, 2.46, 0.72], [-1.21, 1.48, 1.93], [0.56, 3.83, 1.81], [-0.96, 0.81, -0.14], [0.69, -0.94, -0.23], [-0.12, -0.27, -0.80], [-0.21, -2.46, -1.34]],
  "spin_multiplicity": 1
}

Electronic energy (eV)
-8890.8200, -6186.7867
Relative energy (zero: lowest compared OMol25 entry of this formula, charge and spin) (kcal/mol)
58.03, 40.55